Record 1
{
  "formula": "C29H48O24",
  "method": "ωB97M-V/def2-TZVPD",
  "spin_multiplicity": 2,
  "mol_weight_g_mol": 780.68,
  "homo_ev": [-12.41, -12.41],
  "s_squared": 0.773,
  "lumo_ha": [-0.0929, -0.3591],
  "charge": 1,
  "gap_ev": [9.9, 2.6],
  "elements": ["C", "C", "O", "C", "O", "O", "H", "H", "H", "H", "C", "C", "O", "C", "O", "O", "H", "H", "H", "H", "C", "C", "C", "O", "C", "O", "O", "H", "H", "H", "H", "H", "H", "C", "C", "C", "O", "C", "O", "O", "H", "H", "H", "H", "H", "H", "C", "C", "C", "O", "C", "O", "O", "H", "H", "H", "H", "H", "H", "C", "O", "C", "O", "O", "C", "H", "H", "H", "H", "H", "H", "C", "C", "O", "C", "O", "O", "C", "H", "H", "H", "H", "H", "H", "H", "H", "C", "C", "O", "C", "O", "O", "C", "H", "H", "H", "H", "H", "H", "H", "H"],
  "positions_angstrom": [[2.711, -2.682, 3.620], [1.275, -2.694, 4.128], [0.604, -3.171, 2.981], [1.314, -3.251, 1.882], [1.034, -3.706, 0.815], [2.626, -2.930, 2.237], [3.376, -3.419, 4.071], [3.067, -1.656, 3.714], [0.914, -1.683, 4.315], [1.189, -3.366, 4.982], [-1.594, -0.649, 1.802], [-1.250, -0.696, 0.376], [0.008, -0.118, 0.207], [0.331, 0.418, 1.439], [1.401, 0.855, 1.745], [-0.672, 0.321, 2.295], [-1.453, -1.633, 2.249], [-2.622, -0.296, 1.890], [-1.916, -0.013, -0.152], [-1.272, -1.704, -0.038], [-5.933, 4.185, 5.128], [-4.657, 3.675, 4.423], [-3.588, 2.851, 5.217], [-3.583, 1.531, 4.741], [-4.412, 1.399, 3.746], [-4.784, 0.345, 3.221], [-5.075, 2.668, 3.491], [-6.630, 4.766, 4.525], [-5.477, 4.895, 5.818], [-6.468, 3.383, 5.637], [-4.230, 4.455, 3.793], [-3.913, 2.971, 6.251], [-2.608, 3.330, 5.218], [0.389, 3.916, 3.341], [-1.028, 4.508, 3.074], [-0.998, 5.542, 2.070], [-1.748, 5.071, 0.977], [-2.222, 3.812, 1.306], [-2.845, 3.022, 0.581], [-1.869, 3.534, 2.569], [1.051, 4.650, 3.801], [0.883, 3.576, 2.432], [0.300, 3.128, 4.089], [-1.372, 5.007, 3.980], [0.040, 5.633, 1.748], [-1.334, 6.448, 2.574], [2.139, -1.848, -1.749], [3.051, -2.891, -2.389], [2.823, -4.261, -1.888], [2.714, -5.003, -3.091], [2.824, -4.219, -4.139], [2.774, -4.654, -5.256], [2.830, -2.919, -3.748], [2.427, -1.554, -0.740], [1.132, -2.255, -1.653], [1.984, -1.045, -2.471], [4.067, -2.613, -2.111], [1.890, -4.252, -1.324], [3.694, -4.556, -1.303], [4.617, -0.390, 0.926], [5.267, -1.065, -0.110], [6.310, -1.889, 0.124], [6.883, -2.032, 1.210], [6.616, -2.446, -0.986], [7.720, -3.345, -1.079], [4.349, -1.021, 1.774], [3.643, -0.056, 0.568], [5.296, 0.414, 1.211], [8.370, -3.255, -0.209], [8.371, -3.005, -1.885], [7.461, -4.402, -1.143], [-5.898, -1.413, -4.185], [-5.550, -1.788, -2.769], [-4.565, -2.825, -2.623], [-3.311, -2.615, -2.944], [-2.844, -1.511, -3.344], [-2.638, -3.784, -2.846], [-1.289, -3.897, -3.111], [-6.539, -2.158, -4.658], [-4.943, -1.373, -4.707], [-6.322, -0.421, -4.343], [-6.479, -2.174, -2.349], [-5.195, -0.964, -2.151], [-0.750, -3.363, -2.328], [-1.224, -3.438, -4.097], [-1.040, -4.949, -3.249], [0.348, 3.114, -1.804], [-0.381, 2.047, -2.662], [-0.562, 2.584, -3.974], [0.299, 2.449, -5.027], [-0.028, 2.876, -6.101], [1.477, 1.913, -4.669], [2.513, 1.718, -5.631], [0.438, 2.934, -0.732], [-0.166, 4.067, -1.925], [1.354, 3.282, -2.188], [-1.346, 1.844, -2.198], [0.254, 1.162, -2.691], [2.058, 1.119, -6.420], [3.325, 1.191, -5.129], [2.791, 2.707, -5.993]],
  "atomic_forces_ev_per_a": [[0.52, 1.15, 0.24], [0.93, 0.12, -0.36], [-3.00, -0.54, -0.01], [3.22, -1.02, 0.72], [-0.67, 0.87, 0.30], [-0.95, -0.25, -1.44], [-0.07, 0.16, 0.06], [0.62, -0.23, 0.32], [-0.08, -0.18, 0.35], [-0.59, 0.08, -0.21], [-0.85, -0.33, 0.54], [-1.62, -0.05, -2.50], [1.84, 0.71, 1.66], [1.09, -0.37, -0.32], [-0.01, 0.35, -0.68], [-0.41, -0.18, 0.60], [0.09, 0.28, 0.57], [0.14, -0.09, 0.61], [-0.43, -0.46, -0.38], [0.02, 0.13, -0.14], [1.72, 0.21, 0.50], [-0.81, -1.52, -1.57], [-0.69, 2.74, 1.33], [0.99, 0.20, 0.72], [-4.44, -0.66, -2.21], [1.79, 3.24, 1.19], [1.20, -2.89, -0.47], [0.32, -0.31, -0.43], [-0.59, 0.13, 0.70], [0.17, 0.08, 0.09], [0.24, 0.26, 0.35], [0.06, -1.04, 0.31], [0.16, -0.44, -0.56], [-0.84, 0.19, 0.62], [2.66, -0.90, 2.41], [1.45, 1.89, -1.07], [-1.30, -1.34, -0.40], [-1.35, -1.46, -1.91], [2.15, 2.82, 1.95], [-1.31, -1.28, -0.25], [-0.17, 0.34, -0.08], [-0.24, -0.26, -0.03], [0.10, -0.31, -0.30], [-0.53, -0.93, 0.42], [-0.09, 0.65, -0.29], [-0.37, 0.44, -1.14], [-0.86, -0.47, -0.47], [0.49, 2.62, 2.47], [-0.34, -0.28, 0.50], [0.27, -1.41, 1.20], [-1.04, -0.54, -1.86], [0.35, 1.08, 0.51], [0.36, -0.30, -1.91], [0.26, 0.24, -0.32], [-0.11, -0.27, 0.11], [0.53, 0.53, 0.34], [0.34, 0.27, -0.72], [0.15, -0.80, 0.07], [-0.38, -0.57, 0.09], [0.00, 0.34, 0.96], [0.13, -1.34, -1.28], [0.46, 1.14, 4.18], [-1.36, 0.31, -1.98], [0.16, -1.32, -2.43], [1.54, 0.29, 0.81], [0.57, -0.19, 0.05], [0.35, 0.37, -0.35], [-0.53, 0.25, 0.44], [-0.33, 0.10, 0.31], [-0.53, -0.23, -0.39], [-0.54, 0.31, -0.34], [1.28, -0.12, -0.87], [-0.70, 0.76, 0.67], [-0.32, -0.95, -0.13], [1.74, 2.22, -1.62], [-0.80, -3.07, 1.35], [-3.28, 0.33, 1.23], [0.50, 0.97, -1.40], [0.06, 0.03, 0.05], [-0.09, -0.06, -0.44], [-0.21, -0.07, 0.57], [0.46, -0.29, 0.57], [-0.17, 0.23, -0.23], [0.53, -0.27, -0.27], [1.16, 0.27, 0.02], [-0.04, 0.11, 0.57], [0.79, 1.90, -0.43], [0.34, -0.93, 0.10], [-0.60, 0.13, 0.76], [3.08, -0.86, 0.65], [-0.54, -0.11, 0.04], [-2.64, 0.68, 1.36], [-0.26, 0.10, -1.04], [-0.47, -0.87, -0.20], [-0.24, -0.07, 0.09], [0.03, -0.30, -0.07], [-0.28, 0.25, -0.51], [0.08, -0.07, -0.21], [0.52, -0.01, -0.20], [-0.24, 0.17, -0.04], [0.32, -0.24, -0.14]],
  "lowdin_spin": [0.0000, 0.0000, 0.0000, 0.0000, 0.0000, 0.0000, 0.0000, 0.0000, 0.0000, 0.0000, 0.0000, 0.0001, 0.0004, 0.0001, 0.0001, 0.0000, 0.0000, 0.0000, 0.0001, 0.0000, 0.0000, 0.0000, 0.0000, 0.0000, 0.0000, 0.0000, 0.0000, 0.0000, 0.0000, 0.0000, 0.0000, 0.0000, 0.0000, 0.0000, 0.0000, 0.0000, 0.0001, 0.0001, 0.0002, 0.0000, 0.0000, 0.0000, 0.0000, 0.0000, 0.0000, 0.0000, 0.0001, 0.0000, 0.0000, 0.0000, 0.0000, 0.0000, 0.0000, 0.0000, 0.0000, 0.0001, 0.0000, 0.0000, 0.0000, 0.0000, 0.0000, 0.0000, 0.0000, 0.0000, 0.0000, 0.0000, 0.0000, 0.0000, 0.0000, 0.0000, 0.0000, 0.0000, 0.0000, 0.0001, 0.0000, 0.0008, 0.0001, 0.0000, 0.0000, 0.0000, 0.0000, 0.0000, 0.0000, 0.0000, 0.0000, 0.0000, 0.1042, 0.1027, 0.4609, 0.0045, 0.3127, -0.0251, -0.0010, 0.0094, 0.0001, 0.0016, 0.0116, 0.0164, -0.0005, 0.0001, -0.0003]
}

=====

Record 2
{
  "formula": "C29H50F7IO11P",
  "method": "ωB97M-V/def2-TZVPD",
  "mol_weight_g_mol": 865.57,
  "homo_ev": -4.23,
  "lumo_ha": 0.0725,
  "charge": -1,
  "gap_ev": 6.2,
  "elements": ["C", "O", "C", "C", "C", "C", "C", "C", "C", "C", "P", "C", "C", "C", "C", "C", "I", "C", "C", "O", "C", "C", "F", "F", "F", "C", "F", "F", "C", "F", "F", "H", "H", "H", "H", "H", "H", "H", "H", "H", "H", "H", "H", "H", "H", "H", "H", "H", "H", "H", "H", "H", "H", "H", "H", "H", "H", "H", "H", "H", "H", "H", "H", "H", "H", "H", "H", "H", "H", "C", "C", "O", "C", "O", "O", "H", "H", "H", "H", "C", "C", "O", "C", "O", "O", "H", "H", "H", "H", "C", "C", "O", "C", "O", "O", "H", "H", "H", "H"],
  "positions_angstrom": [[-2.321, 0.597, 2.729], [-0.962, 0.321, 2.980], [-0.237, 1.412, 3.514], [1.190, 0.968, 3.818], [1.298, -0.337, 4.625], [1.229, -1.578, 3.710], [2.609, -2.084, 3.279], [2.583, -2.857, 1.960], [2.011, -2.021, 0.805], [2.369, -2.543, -0.585], [1.215, -2.131, -2.110], [0.671, -0.501, -1.234], [2.592, -1.094, -3.015], [1.942, -3.765, -2.912], [1.841, -4.042, -4.412], [2.920, -5.043, -4.850], [3.570, -4.776, -6.873], [0.035, -1.858, -3.675], [-1.335, -1.232, -3.582], [-1.820, -1.011, -4.941], [-3.117, -0.542, -4.990], [-3.247, 0.979, -4.793], [-3.757, 1.578, -5.890], [-2.090, 1.587, -4.529], [-4.086, 1.304, -3.785], [-0.252, -3.278, -1.260], [0.285, -4.202, -0.374], [-0.822, -4.087, -2.259], [-1.532, -2.811, -0.494], [-1.976, -1.577, -0.840], [-1.310, -2.772, 0.858], [-2.937, 0.163, 3.528], [-2.616, 0.163, 1.772], [-2.513, 1.678, 2.697], [-0.215, 2.234, 2.780], [-0.739, 1.788, 4.420], [1.670, 1.792, 4.364], [1.724, 0.821, 2.869], [0.533, -0.380, 5.409], [2.277, -0.335, 5.125], [0.661, -2.380, 4.191], [0.673, -1.294, 2.819], [3.294, -1.231, 3.166], [3.026, -2.714, 4.080], [3.619, -3.116, 1.694], [2.030, -3.799, 2.059], [0.935, -1.931, 0.936], [2.429, -1.009, 0.933], [2.499, -3.630, -0.490], [3.383, -2.191, -0.821], [1.579, -0.003, -0.878], [0.205, 0.211, -1.922], [0.029, -0.595, -0.362], [2.174, -0.131, -3.337], [3.437, -0.852, -2.364], [2.983, -1.581, -3.913], [1.583, -4.658, -2.382], [3.012, -3.697, -2.662], [1.897, -3.142, -5.025], [0.876, -4.509, -4.641], [2.548, -6.070, -4.836], [3.804, -5.004, -4.215], [-0.177, -2.818, -4.152], [0.589, -1.291, -4.435], [-2.050, -1.925, -3.127], [-1.375, -0.281, -3.055], [-3.526, -0.750, -5.983], [-3.771, -1.018, -4.247], [-2.331, -3.538, -0.691], [-6.130, 3.155, 2.318], [-6.812, 3.710, 3.556], [-5.722, 3.807, 4.481], [-4.571, 3.894, 3.778], [-3.509, 4.154, 4.242], [-4.795, 3.645, 2.470], [-6.548, 3.518, 1.384], [-6.102, 2.064, 2.308], [-7.221, 4.708, 3.392], [-7.583, 3.061, 3.962], [5.556, 0.586, 2.413], [6.147, 1.856, 1.823], [5.520, 1.917, 0.544], [4.359, 1.207, 0.593], [3.534, 1.190, -0.252], [4.292, 0.518, 1.759], [5.411, 0.623, 3.489], [6.134, -0.303, 2.153], [5.870, 2.744, 2.395], [7.227, 1.824, 1.703], [-1.650, 5.781, 0.427], [-2.501, 4.666, -0.153], [-3.810, 5.251, -0.122], [-3.691, 6.593, -0.114], [-4.596, 7.354, -0.240], [-2.401, 6.951, 0.068], [-0.652, 5.839, 0.002], [-1.586, 5.730, 1.515], [-2.246, 4.436, -1.187], [-2.491, 3.755, 0.438]],
  "atomic_forces_ev_per_a": [[-0.10, 0.14, 0.15], [0.06, 0.10, -0.16], [0.04, -0.14, -0.02], [-0.13, -0.08, 0.06], [0.18, -0.07, -0.14], [0.00, 0.21, 0.03], [-0.09, -0.15, 0.19], [0.26, 0.12, -0.27], [0.27, 0.29, 0.28], [0.34, -0.45, 0.32], [0.82, 0.91, -0.25], [0.21, 0.29, -0.07], [-0.15, 0.22, -0.01], [0.14, -0.41, 0.04], [-0.05, -0.37, -0.18], [-0.28, -0.29, 0.40], [0.10, 0.02, -0.15], [-0.42, -0.15, -0.34], [-0.20, -0.12, -0.21], [0.11, 0.01, 0.01], [-0.17, -0.08, -0.12], [0.05, 0.22, 0.13], [-0.08, 0.02, -0.25], [0.20, -0.03, -0.03], [-0.15, -0.13, 0.16], [-0.48, -0.29, 0.30], [-0.14, -0.09, -0.17], [0.04, 0.10, 0.01], [0.41, -0.35, 0.21], [-0.19, 0.02, -0.06], [-0.11, 0.12, -0.22], [-0.04, 0.07, -0.08], [0.11, -0.07, 0.06], [0.01, -0.07, -0.03], [-0.05, -0.01, 0.10], [0.08, -0.07, -0.01], [0.00, -0.05, -0.16], [0.00, 0.12, 0.13], [0.05, 0.11, -0.11], [-0.18, -0.04, 0.11], [0.08, 0.00, -0.05], [-0.09, -0.11, 0.13], [-0.18, -0.08, -0.02], [0.03, 0.10, -0.07], [-0.10, -0.13, 0.07], [0.01, 0.05, 0.00], [-0.01, -0.07, -0.06], [-0.31, -0.14, -0.10], [-0.20, 0.11, -0.14], [-0.20, 0.07, -0.09], [-0.08, -0.21, -0.14], [-0.05, -0.14, -0.05], [-0.14, -0.09, -0.03], [0.00, -0.15, 0.04], [-0.06, -0.09, 0.00], [-0.02, -0.07, 0.04], [0.02, 0.17, 0.01], [-0.15, 0.12, -0.03], [0.13, 0.05, 0.16], [0.05, 0.20, -0.04], [0.07, 0.15, 0.06], [0.05, 0.17, -0.26], [0.18, 0.06, 0.18], [0.02, 0.07, 0.32], [0.04, 0.12, 0.08], [0.06, 0.02, 0.10], [0.08, 0.00, 0.09], [0.07, 0.02, 0.03], [0.02, 0.14, 0.11], [-0.08, -0.02, -0.06], [-0.01, 0.00, -0.08], [-0.12, 0.01, 0.06], [0.05, -0.01, -0.05], [0.09, 0.04, 0.04], [0.03, -0.05, -0.04], [0.09, 0.07, -0.02], [-0.01, 0.00, 0.02], [0.01, 0.00, -0.02], [0.07, -0.04, 0.08], [0.10, 0.01, 0.00], [0.00, -0.02, 0.09], [0.01, 0.05, -0.05], [0.18, -0.09, 0.14], [-0.03, 0.18, -0.11], [-0.02, 0.03, 0.02], [-0.09, 0.02, 0.00], [0.01, 0.01, -0.01], [-0.01, -0.01, 0.02], [-0.01, -0.02, -0.09], [0.00, -0.09, 0.04], [0.10, -0.03, 0.01], [-0.13, -0.11, -0.06], [0.11, -0.12, 0.07], [-0.10, 0.10, -0.02], [0.11, 0.06, 0.03], [-0.03, 0.08, -0.07], [-0.02, -0.02, 0.01], [0.01, 0.01, 0.00], [-0.10, 0.03, 0.05]],
  "lowdin_charge": [-0.0954, -0.1986, -0.2364, -0.1741, -0.1927, -0.2025, -0.2172, -0.2028, -0.2675, -0.2802, 0.6904, -0.1942, -0.2093, -0.2951, -0.3799, -0.6637, 0.6607, -0.2311, -0.2359, -0.1195, -0.1335, -0.5887, 0.1105, 0.1489, 0.1109, -0.3995, 0.0000, -0.0234, -0.3135, 0.0360, 0.0420, 0.0889, 0.0850, 0.0680, 0.1193, 0.1241, 0.1087, 0.1086, 0.1067, 0.0984, 0.1145, 0.0807, 0.0845, 0.1050, 0.1054, 0.1128, 0.0695, 0.0893, 0.0641, 0.0703, 0.0144, 0.0303, 0.0222, 0.0323, 0.0159, 0.0237, 0.0770, 0.0671, 0.0591, 0.0997, 0.0304, 0.0335, 0.0577, 0.0834, 0.1053, 0.0940, 0.1356, 0.1344, 0.1537, -0.1042, -0.1113, 0.0595, -0.5813, 0.1580, 0.0415, 0.1354, 0.1338, 0.1324, 0.1296, -0.1189, -0.1229, 0.0568, -0.5504, 0.1820, 0.0243, 0.1303, 0.1350, 0.1292, 0.1281, -0.1036, -0.0998, 0.0489, -0.5848, 0.1525, 0.0569, 0.1314, 0.1319, 0.1355, 0.1259]
}

=====

The calculation returns the following max |F| values, one per record and in order: 4.999, 1.252 eV/A.